99
Properties=species:S:1:pos:R:3:mulliken_charge:R:1 method="wB97M-V/def2-TZVPD" de_lowest_kj_mol=47.8 e_lumo_ha=-0.122 homo_ev=-10.45 homo_lumo_gap_ha=0.262 total_charge=+1
Ti 0.356 0.173 -0.653 -0.65
C -0.705 1.575 2.823 -1.07
As 0.587 0.337 2.004 1.90
C 2.181 1.052 2.936 -1.19
C 0.456 -1.229 3.236 -1.94
C -0.608 -2.322 3.053 3.16
C -0.191 -3.318 1.972 -0.97
C -1.954 -1.706 2.678 -1.72
As -2.153 -0.947 0.831 1.52
C -2.830 -2.563 -0.080 -1.41
C -3.931 -0.192 1.306 -1.66
C -0.704 -3.134 4.363 -2.35
As -1.347 -2.555 6.173 0.33
C -2.848 -1.321 5.831 -0.97
C -0.036 -1.173 6.690 -1.01
H -0.718 1.481 3.908 0.43
H -1.701 1.405 2.419 0.05
H -0.406 2.588 2.550 0.54
H 2.248 0.610 3.929 0.53
H 2.099 2.134 3.043 0.38
H 3.091 0.826 2.380 0.15
H 0.323 -0.777 4.218 -0.01
H 1.449 -1.688 3.210 0.67
H -0.067 -2.815 1.020 -0.97
H -0.951 -4.094 1.855 0.37
H 0.742 -3.815 2.241 0.70
H -2.155 -0.871 3.351 0.15
H -2.745 -2.448 2.808 0.91
H -3.146 -3.315 0.640 0.60
H -2.032 -2.977 -0.697 0.17
H -3.678 -2.306 -0.714 0.46
H -4.394 -0.790 2.090 0.52
H -4.585 -0.186 0.438 0.42
H -3.829 0.834 1.659 0.38
H 0.296 -3.524 4.583 0.56
H -1.321 -4.014 4.156 0.56
H -3.629 -1.811 5.252 0.27
H -2.535 -0.404 5.333 0.20
H -3.269 -1.054 6.801 0.43
H 0.980 -1.547 6.572 0.30
H -0.188 -0.954 7.747 0.43
H -0.154 -0.241 6.137 0.16
O -2.113 2.825 -1.714 -0.74
C -1.056 2.248 -1.549 -0.46
O -0.702 1.668 -0.443 -0.43
C -0.074 2.090 -2.686 1.30
C -0.155 2.900 -3.824 -1.77
C 0.793 2.749 -4.797 -0.85
C 1.778 1.751 -4.662 0.94
C 2.782 1.548 -5.637 -1.01
C 3.699 0.550 -5.485 -0.81
C 3.633 -0.306 -4.368 -0.96
C 2.669 -0.142 -3.416 -0.33
C 1.733 0.911 -3.515 -0.08
N 0.807 1.118 -2.539 2.21
H -0.954 3.626 -3.884 0.62
H 0.798 3.380 -5.676 0.51
H 2.808 2.205 -6.497 0.47
H 4.473 0.401 -6.225 0.42
H 4.354 -1.106 -4.268 0.53
H 2.610 -0.826 -2.587 0.44
Br 6.662 -2.230 0.065 -0.13
C 4.792 -2.078 -0.077 0.13
C 3.999 -3.215 -0.235 0.49
Br 4.790 -4.923 -0.282 -0.15
C 2.610 -3.097 -0.372 -0.39
Br 1.522 -4.589 -0.741 -0.12
C 2.025 -1.842 -0.340 0.06
O 0.719 -1.567 -0.465 0.05
C 2.834 -0.690 -0.235 -0.23
O 2.166 0.457 -0.366 0.01
C 4.203 -0.811 -0.081 0.09
Br 5.208 0.780 0.049 -0.13
Cl 1.678 7.468 -2.098 -0.22
C 1.805 6.039 -1.146 -0.11
C 2.298 6.072 0.147 -0.27
C 2.369 4.879 0.847 -1.14
C 1.949 3.712 0.230 -0.46
N 1.473 3.679 -1.013 0.25
C 1.409 4.822 -1.685 -0.28
H 2.617 7.003 0.594 0.47
H 2.760 4.865 1.855 0.45
H 2.000 2.753 0.734 0.77
H 1.031 4.784 -2.696 0.45
C -4.637 -1.121 -4.072 -1.12
N -3.321 -1.039 -3.478 0.11
C -2.202 -1.855 -3.885 -0.59
C -1.092 -1.290 -3.008 -0.44
O 0.078 -1.593 -3.047 -0.46
N -1.630 -0.344 -2.162 0.82
C -2.930 -0.221 -2.490 -0.59
N -3.763 0.608 -1.865 0.05
H -4.539 -1.526 -5.077 0.35
H -5.086 -0.130 -4.149 0.39
H -5.306 -1.771 -3.502 0.31
H -1.973 -1.741 -4.946 0.45
H -2.363 -2.916 -3.677 0.33
H -3.350 1.426 -1.417 0.21
H -4.690 0.728 -2.236 0.24